12 unconnected molecules or ions with the total composition C48H90FN11O15SSi in a non-equilibrium geometry, computed with ωB97M-V with the def2-TZVPD basis set.

Total charge: 0
Multiplicity: 1
E_HOMO in eV: -8.246
SMILES: C#CC1=C(S(=O)(=O)F)C(=O)c2cccc([Si](C)(C)C)c2C1=O.CNC(C)=O.CNC(C)=O.CNC(C)=O.CNC(C)=O.CNC(C)=O.CNC(C)=O.CNC(C)=O.CNC(C)=O.CNC(C)=O.CNC(C)=O.CNC(C)=O
Lowest unoccupied orbital energy in eV: -1.1

Cartesian coordinates (Å):
C  -4.5955  2.2155  1.4746
C  -3.8211  1.3752  1.8269
C  -2.9446  0.3667  2.2913
C  -3.1424  -0.9586  2.2057
S  -4.6138  -1.6276  1.5068
O  -5.7366  -1.2313  2.2825
O  -4.4013  -2.9911  1.1933
F  -4.6788  -0.8551  0.1586
C  -2.1029  -1.9159  2.7256
O  -2.4000  -3.0001  3.1546
C  -0.7161  -1.3987  2.6430
C  0.3397  -2.2778  2.4593
C  1.6232  -1.7760  2.3412
C  1.8397  -0.4032  2.4062
C  0.8016  0.5110  2.6263
Si  1.2043  2.3778  2.7029
C  2.9668  2.5682  2.0932
C  1.1055  3.0626  4.4372
C  0.0774  3.3061  1.5033
C  -0.4867  -0.0209  2.7418
C  -1.6670  0.8373  2.9644
O  -1.6861  1.8394  3.6319
H  -5.1281  3.1418  1.3772
H  0.1796  -3.3427  2.3882
H  2.4531  -2.4526  2.2004
H  2.8568  -0.0547  2.2856
H  3.6907  2.0157  2.6906
H  3.2450  3.6202  2.0814
H  2.9982  2.2259  1.0579
H  0.1235  2.9657  4.8893
H  1.8467  2.5816  5.0776
H  1.3540  4.1262  4.3953
H  -0.5852  3.9617  2.0672
H  0.6851  3.8837  0.8097
H  -0.5560  2.6146  0.9461
C  0.9676  -6.8624  -0.9586
N  1.0168  -5.8801  0.1182
C  1.9732  -5.7192  1.0581
C  3.1421  -6.6696  1.0144
O  1.8782  -4.8378  1.9094
H  0.9260  -6.3638  -1.9273
H  0.0774  -7.4850  -0.8417
H  1.8453  -7.5010  -0.9327
H  0.2537  -5.2264  0.1964
H  3.8209  -6.4218  1.8257
H  2.8058  -7.6965  1.1289
H  3.6711  -6.5909  0.0659
C  -0.1602  -4.6438  5.1393
N  0.3533  -4.5734  6.4958
C  -0.2872  -4.1471  7.6048
C  -1.7246  -3.6992  7.4640
O  0.2941  -4.1398  8.6840
H  -0.1140  -5.6799  4.7979
H  0.4562  -4.0393  4.4767
H  -1.1844  -4.2940  5.0801
H  1.3027  -4.8854  6.6723
H  -2.0886  -3.3942  8.4402
H  -1.8014  -2.8561  6.7761
H  -2.3476  -4.5123  7.0896
C  -3.0670  7.4334  -1.7744
N  -3.9284  6.8347  -0.7623
C  -4.0104  5.5398  -0.3925
C  -3.1018  4.5578  -1.0963
O  -4.7894  5.1835  0.4855
H  -2.4207  8.1823  -1.3233
H  -3.6889  7.9064  -2.5393
H  -2.4429  6.6827  -2.2432
H  -4.5506  7.4402  -0.2508
H  -3.2806  3.5673  -0.6880
H  -3.3037  4.5442  -2.1679
H  -2.0558  4.8236  -0.9397
C  0.5645  -4.2331  -6.8937
N  0.8650  -4.7059  -5.5566
C  1.3043  -5.9338  -5.1771
C  1.5195  -6.9638  -6.2612
O  1.5136  -6.1852  -4.0010
H  1.1960  -3.3805  -7.1485
H  -0.4793  -3.9232  -6.9638
H  0.7388  -5.0185  -7.6209
H  0.7421  -4.0657  -4.7879
H  1.8672  -7.8798  -5.7947
H  0.5898  -7.1663  -6.7942
H  2.2678  -6.6229  -6.9775
C  -7.3830  -2.9065  4.6020
N  -6.9814  -2.8425  5.9986
C  -7.6781  -2.3568  7.0567
C  -9.0567  -1.7992  6.7778
O  -7.2074  -2.3709  8.1826
H  -7.3873  -3.9459  4.2677
H  -6.6859  -2.3448  3.9851
H  -8.3776  -2.4942  4.4712
H  -6.0703  -3.1966  6.2443
H  -9.4790  -1.4536  7.7160
H  -9.0025  -0.9621  6.0810
H  -9.7072  -2.5655  6.3546
C  1.3808  10.5812  -3.7691
N  0.5476  10.0204  -2.7249
C  0.4721  8.7245  -2.3247
C  1.3673  7.7359  -3.0214
O  -0.3075  8.3968  -1.4387
H  2.0503  11.3397  -3.3574
H  0.7645  11.0420  -4.5425
H  1.9751  9.8027  -4.2330
H  -0.0664  10.6388  -2.2197
H  1.1888  6.7515  -2.5983
H  1.1413  7.7316  -4.0908
H  2.4167  7.9969  -2.8731
C  6.9902  1.1836  -1.0464
N  5.9328  2.0861  -0.6374
C  6.0466  3.3095  -0.0496
C  7.4434  3.8195  0.2247
O  5.0547  3.9527  0.2423
H  6.9382  0.9927  -2.1198
H  6.9049  0.2302  -0.5222
H  7.9610  1.6120  -0.8216
H  4.9788  1.8009  -0.7918
H  7.3619  4.7952  0.6927
H  7.9785  3.1468  0.8960
H  8.0108  3.9153  -0.7017
C  3.5704  -12.5786  1.0680
N  3.3270  -11.2144  0.6414
C  4.0343  -10.4718  -0.2497
C  5.2341  -11.1213  -0.8996
O  3.7050  -9.3250  -0.5066
H  2.7132  -13.2112  0.8324
H  3.7427  -12.6170  2.1446
H  4.4430  -12.9821  0.5662
H  2.5391  -10.7279  1.0394
H  5.6839  -10.4025  -1.5768
H  5.9707  -11.4139  -0.1507
H  4.9377  -12.0056  -1.4647
C  0.1819  7.4964  -9.4576
N  0.5624  7.6143  -8.0624
C  -0.1508  8.1668  -7.0516
C  -1.4913  8.7594  -7.3973
O  0.2899  8.1702  -5.9077
H  0.1517  6.4476  -9.7553
H  0.8998  8.0184  -10.0932
H  -0.8042  7.9192  -9.6164
H  1.4540  7.2416  -7.7769
H  -1.9406  9.1510  -6.4891
H  -1.3757  9.5727  -8.1155
H  -2.1437  8.0002  -7.8281
C  5.9366  -5.9030  9.4650
N  4.9994  -5.9162  8.3613
C  3.6738  -5.6040  8.3809
C  3.0764  -5.1813  9.7022
O  3.0228  -5.6670  7.3472
H  6.7534  -5.2062  9.2670
H  6.3614  -6.8967  9.6209
H  5.4377  -5.5962  10.3774
H  5.3384  -6.1849  7.4513
H  2.0208  -4.9689  9.5487
H  3.1876  -5.9702  10.4483
H  3.5731  -4.2799  10.0650
C  -6.0489  8.6971  -11.3344
N  -4.7993  8.2680  -10.7352
C  -4.6168  7.4409  -9.6757
C  -5.8486  6.8757  -9.0102
O  -3.4913  7.1698  -9.2814
H  -6.0951  8.3908  -12.3803
H  -6.1414  9.7829  -11.2869
H  -6.8904  8.2576  -10.8104
H  -3.9401  8.6101  -11.1354
H  -5.5321  6.2410  -8.1890
H  -6.4791  7.6747  -8.6191
H  -6.4314  6.2814  -9.7144